Density functional theory data (ωB97M-V/def2-TZVPD) for a 5-piece molecular cluster, CH11O5 overall in a non-equilibrium geometry.

Geometry as XYZ:
```
17
Properties=species:S:1:pos:R:3:forces:R:3:mulliken_charge:R:1
C 0.137 -1.464 0.630 -2.2 1.1 0.3 -0.926
O 0.127 -0.101 0.420 0.3 0.2 -0.5 -0.905
H -0.911 -1.681 0.940 0.2 -0.9 0.2 0.276
H 0.267 -2.063 -0.299 0.7 -0.1 0.5 0.194
H 0.742 -1.730 1.533 0.0 -0.6 -0.7 0.308
H -2.056 -0.384 -2.168 0.1 0.0 0.2 0.268
H -1.001 -0.007 -1.065 0.2 -0.1 -0.4 0.409
O -1.247 0.114 -2.021 -0.7 -0.7 0.0 -0.666
H -1.161 1.195 0.494 -0.2 -0.3 1.0 0.428
H -2.158 1.170 1.711 0.4 -0.4 0.0 0.268
O -1.867 1.691 0.966 -0.4 0.8 -0.5 -0.727
H 2.903 0.109 0.554 0.0 0.3 0.0 0.306
H 1.908 -0.647 1.339 0.5 0.9 0.3 0.352
O 2.738 -0.142 1.468 0.1 -0.7 -0.2 -0.666
H 0.421 1.198 -2.303 -0.4 -0.5 0.3 0.302
H 0.490 1.098 -0.700 0.3 -0.6 -0.7 0.526
O 0.669 1.646 -1.499 1.2 1.5 0.3 -0.749
```
Positions in Å, forces in eV/Å.

Values from the calculation:
**Energy above the lowest of the compared OMol25 structures with the same formula, charge and spin**: 29.53 kcal/mol
**HOMO energy**: -4.220 eV
**Electronic energy**: -11453.37447 eV
**Spin multiplicity**: 1
**Net charge**: -1
**HOMO-LUMO gap**: 8.04 eV